The following is a DFT calculation (ωB97M-V/def2-TZVPD) of a structure of composition C26H29BrCl5N2OPSTi.

Element x y z (Å)
H (-0.39630, -1.02101, -3.47519)
C (4.24320, 0.55842, -0.89411)
Cl (0.54886, -1.13050, 3.50328)
H (-1.48886, -2.52632, -1.87323)
C (-2.99392, -2.04627, 0.84447)
Br (2.29101, -5.68655, -1.48164)
H (0.40439, 0.28022, -4.38493)
H (-2.48012, 2.78817, -1.09417)
C (1.35232, -4.12369, -1.04963)
H (-0.63375, 2.91756, -2.66085)
S (-2.87635, -0.29365, -1.35797)
O (0.39204, 0.81050, 1.29643)
Cl (1.21711, 3.60605, 1.11288)
H (-3.71985, -2.45391, 1.55270)
C (-3.05890, 2.28484, -0.31905)
H (2.83106, -3.44381, 0.34532)
C (1.71468, 2.49121, 2.33243)
Cl (3.25911, 4.45549, 3.31867)
C (2.58339, 2.88839, 3.34329)
Cl (3.96689, 2.46846, 5.61298)
H (-4.73559, -1.28008, -0.25021)
C (-0.54807, -2.70047, -1.36007)
H (-1.25821, 0.48960, -3.80559)
C (2.27576, 0.74529, 4.42223)
H (-3.42961, -0.20341, 3.10225)
H (1.66826, -1.37184, 0.84184)
H (-3.37489, 2.20933, 2.33864)
C (4.70347, -0.55637, -1.58335)
H (-3.80228, -2.47822, -1.10879)
C (3.85579, -1.24616, -2.43870)
H (4.21655, -2.10931, -2.98219)
H (-2.26231, -2.81975, 0.62799)
C (-2.62318, 1.47882, 2.03012)
C (1.19427, -2.06568, 0.16098)
C (-0.28621, 0.05688, -3.57076)
C (-3.72071, -1.62816, -0.43397)
H (5.72777, -0.88168, -1.46026)
H (0.99716, 2.72896, -3.32751)
C (2.07904, 0.28870, -1.91393)
H (4.90893, 1.10489, -0.23924)
P (0.35402, 0.79781, -2.04669)
H (-4.14270, 0.03173, 1.52557)
H (-4.33973, 1.53119, -1.86839)
C (1.18159, 1.20602, 2.31728)
C (1.88055, -3.23555, -0.12680)
C (0.37799, 2.57178, -2.44351)
C (0.13545, -3.85756, -1.67632)
C (1.41351, 0.35993, 3.39877)
C (-0.04977, -1.76993, -0.42885)
Cl (2.57162, -0.31280, 5.72825)
C (2.88719, 2.00094, 4.37928)
N (-2.26851, -0.90899, 1.45678)
Ti (-0.74765, 0.05250, 0.16264)
H (-1.40117, 2.54321, 0.81272)
H (1.89257, -1.38609, -3.26499)
N (-2.08759, 1.80093, 0.68247)
H (-1.78811, 1.55301, 2.72922)
H (-4.69818, 0.84606, -0.29918)
H (2.58553, 1.85641, -0.51999)
C (2.54354, -0.82976, -2.60323)
C (-3.88745, 1.17383, -0.94473)
H (-1.67798, -1.29139, 2.19747)
C (-3.20413, 0.07689, 2.07244)
C (2.93319, 0.98037, -1.05515)
H (-0.26129, -4.55584, -2.40096)
H (0.78691, 3.15058, -1.62111)
H (-3.73135, 3.02976, 0.11588)

Cartesian forces (eV/Å) of the 2 atoms listed first:
H 0.0 0.0 0.0
C 0.0 0.0 0.0

Summary:
Total charge ... +2
Energy ... -7656.4701 Eh
LUMO energy ... -7.04 eV

Here are the Mulliken charges for atoms 1 to 8, given in e: 0.34, -0.73, -0.21, 0.30, -0.63, -0.09, 0.53, 0.27

The following is a DFT calculation (ωB97M-V/def2-TZVPD) of a structure of composition C26H29BrCrN3O5 in a non-equilibrium geometry.

Element x y z (Å)
C (4.10179, 0.45552, 3.71581)
H (-1.40826, 3.04318, 2.60392)
C (-0.83418, -0.74336, -3.32275)
Br (1.01382, -1.01823, -3.09134)
O (0.78357, 1.17197, -1.29062)
H (5.03481, -4.28869, -0.22375)
H (-0.64079, -1.33147, -5.36528)
C (1.69350, -4.78424, -0.08352)
C (0.33991, -0.98105, 1.27505)
C (-2.98447, 1.97872, 1.60108)
H (2.90077, -2.14713, 5.51227)
H (-4.58830, -0.87441, -3.77630)
H (4.35509, -2.10477, 0.66789)
H (-3.52521, -0.44126, -1.57482)
H (-0.93823, 2.94376, -3.27441)
C (3.43726, 0.23375, 2.52473)
H (0.25598, 4.22192, 1.28717)
H (3.32884, -6.01272, -0.71105)
C (-2.93009, -0.51784, -2.47327)
C (-1.50117, 2.23733, 1.86503)
H (-4.98275, 2.30057, 0.17227)
H (-4.36262, 3.15035, -2.18398)
H (-3.11549, -1.24815, -5.76556)
C (-1.33401, -1.06027, -4.58283)
H (3.04865, -0.14706, -0.42438)
H (-2.58918, 3.23214, -3.89052)
H (-3.38756, 3.85561, -0.87007)
O (-3.16998, 1.29418, 0.34948)
C (1.02485, 0.34188, -0.37890)
C (-4.19892, 1.86291, -0.45549)
C (1.87390, -1.16904, 1.10461)
C (-2.69949, -1.04328, -4.79086)
C (3.60652, -2.84902, 0.44178)
H (0.26143, -3.36301, 0.61018)
N (-1.60502, -0.38080, -2.28739)
N (-0.04443, -0.07315, 0.32479)
C (3.98957, -4.08034, -0.05562)
O (-0.91161, 2.63569, 0.62975)
H (-4.65037, 1.05085, -1.03102)
C (0.36119, 3.25221, 0.79122)
C (3.05197, -1.48414, 4.67555)
Cr (-1.24983, 1.05184, -0.78199)
C (3.91835, -0.40569, 4.79199)
O (-0.37696, -1.48351, 2.09475)
H (1.70155, -2.53917, 3.38844)
H (0.94677, -5.54019, -0.26619)
C (2.38655, -1.71282, 3.48637)
C (2.58163, -0.85574, 2.40019)
O (-2.43231, 2.41231, -1.99447)
H (4.77079, 1.29628, 3.80894)
H (3.58828, 0.91013, 1.69887)
C (-3.51573, -0.81190, -3.68730)
C (-3.62634, 2.92272, -1.40270)
H (-1.90266, 4.31229, -2.65196)
H (-0.99601, 1.33848, 2.23950)
C (2.25547, -2.57160, 0.65053)
C (-1.93959, 3.27968, -3.01143)
H (4.44352, -0.23177, 5.71798)
C (3.03428, -5.04811, -0.32733)
N (2.15629, -0.20508, 0.04112)
H (1.02622, 2.61572, 1.38235)
C (1.30349, -3.55045, 0.40722)
H (-3.41302, 1.36373, 2.40205)
H (0.78285, 3.39260, -0.20484)
H (-3.50487, 2.94114, 1.56905)

Cartesian forces (eV/Å) of the 2 atoms listed first:
C 0.1 -0.1 0.5
H 0.0 -0.2 -0.2

Summary:
⟨S²⟩ ... 0.796
Total charge ... +2
Energy ... -5166.5560 Eh
Multiplicity ... 2
LUMO energy (spin up / spin down) ... -8.82 / -8.09 eV

Here are the natural (NBO) charges for atoms 1 to 8, given in e: -0.21, 0.23, 0.17, 0.18, -0.67, 0.23, 0.27, -0.21

The following is a DFT calculation (ωB97M-V/def2-TZVPD) of a cluster of 2 separate species, C26H29BrN4O2S in total in a non-equilibrium geometry.

Element x y z (Å)
H (-3.68121, -1.83544, -1.11248)
H (3.92675, 0.51315, -3.16419)
N (-5.00984, -1.02325, 0.13480)
N (-5.46854, 0.92197, -1.22113)
H (5.10916, -0.17928, 1.70966)
H (-2.71475, 4.75780, -0.86060)
O (3.15392, -1.81473, 2.06526)
H (1.13246, -4.05964, 0.68420)
H (-4.38452, 3.07064, 1.96245)
C (4.81754, 0.08410, 0.49512)
C (3.52026, -0.58341, -1.35276)
H (-5.68492, 4.37860, 1.83975)
H (-1.23564, -4.53351, 0.89530)
C (-4.14758, 4.60123, 0.49744)
C (-4.72946, 2.08299, -0.42220)
C (4.35975, 0.23076, -2.13142)
C (-5.10342, 3.76820, 1.39024)
C (-0.38176, -2.52923, 0.81904)
H (-4.04851, 1.43272, 0.31743)
C (1.53584, -2.15456, -1.19168)
H (-4.68742, -0.13567, -3.08478)
H (-6.74428, 0.03846, 1.02971)
H (-2.06051, 0.35847, 1.39204)
N (2.53638, -1.22658, -1.93864)
H (-5.36243, -2.13607, -1.85571)
N (1.76099, -2.21985, 0.14042)
C (-6.65970, 0.46566, -1.13317)
O (-4.78308, -0.60243, 2.42092)
C (-0.59972, -0.98125, 1.24164)
H (-3.23643, 2.43606, -1.99273)
H (-7.30258, -1.15253, 0.09359)
S (0.25858, -2.72907, -2.07126)
C (-3.22267, 3.92670, -0.31801)
H (-6.51003, 3.29587, -0.19600)
H (-6.97837, -0.26491, -2.01171)
H (-2.50161, 3.55981, 0.31500)
H (-3.71983, 5.50462, 1.28035)
C (-2.79963, -2.87873, 0.99242)
C (5.43092, 0.93679, -0.18920)
H (-4.61670, 3.55489, -1.85102)
Br (7.06906, 1.89651, 0.74426)
C (-1.96726, -0.76694, 1.29224)
H (1.51512, -3.22655, 1.78062)
C (-4.25688, -1.04752, 1.27669)
C (-4.60409, -1.37212, -1.19575)
C (-6.46504, -0.59337, 0.15618)
C (3.08477, -1.47835, 0.68822)
C (-4.53051, -0.06543, -1.83344)
H (-6.30701, 2.29987, 0.97028)
H (-4.83179, 5.52244, -0.45224)
C (-3.80991, 3.08744, -1.35402)
C (3.74661, -0.60003, -0.08646)
H (2.18386, -0.97036, -2.88718)
H (0.24121, -0.51045, 1.39751)
C (-3.03527, -1.69120, 1.13298)
H (-3.73332, -3.47406, 0.99234)
C (0.85711, -2.99413, 1.11545)
C (-1.49053, -3.38235, 1.15841)
C (-5.76614, 2.78280, 0.23797)
H (-7.41926, 1.24358, -0.86688)
H (-3.43505, 0.46650, -1.80582)
H (5.87818, 1.64260, -2.25390)
C (5.31241, 1.13790, -1.69627)

Cartesian forces (eV/Å) of the 2 atoms listed first:
H 1.7 -1.0 -0.4
H 1.1 -1.2 1.2

Summary:
Energy ... -4349.2004 Eh
LUMO energy ... -1.30 eV

Here are the natural (NBO) charges for atoms 1 to 8, given in e: 0.23, 0.21, -0.43, -0.52, 0.31, 0.22, -0.64, 0.21

Which value of energy does entry 2 give?
-5166.5560 Eh

The lowest energy belongs to which entry?
C26H29BrCl5N2OPSTi

energy of number 3 (C26H29BrN4O2S)?
-4349.2004 Eh

energy of number 2 (C26H29BrCrN3O5)?
-5166.5560 Eh